Entry 1:
Below is a structure of composition C31H60AsF3MgN7OS3Si3, with properties calculated with wB97M-V/def2-TZVPD.

Geometry as ORCA input:
```
! wB97M-V def2-TZVPD RIJCOSX def2/J DEFGRID3
* xyz 1 1
Mg 0.89 -0.41 0.31
C 6.86 -0.35 0.08
C 6.28 -1.52 0.87
N 5.03 -2.01 0.31
C 3.83 -1.44 0.53
S 2.46 -2.29 -0.15
N 3.84 -0.32 1.24
N 2.60 0.22 1.40
C 2.46 1.20 2.22
C 3.55 1.78 3.05
C 1.08 1.74 2.33
C 0.78 2.82 3.14
C -0.52 3.32 3.15
C -1.48 2.72 2.36
C -1.10 1.62 1.60
N 0.13 1.14 1.59
H 7.81 -0.02 0.52
H 6.17 0.49 0.09
H 7.06 -0.64 -0.95
H 6.11 -1.22 1.90
H 6.98 -2.35 0.88
H 5.02 -2.89 -0.17
H 4.49 1.29 2.82
H 3.33 1.66 4.11
H 3.65 2.85 2.86
H 1.55 3.29 3.74
H -0.77 4.17 3.77
H -2.50 3.07 2.33
H -1.82 1.10 0.98
C 3.51 1.49 -1.94
C 3.18 0.21 -2.70
S 1.41 -0.20 -2.74
O 0.83 0.41 -1.46
C 0.78 0.81 -4.08
C 0.79 2.31 -3.86
H 4.55 1.46 -1.64
H 2.89 1.59 -1.05
H 3.36 2.39 -2.55
H 3.62 -0.65 -2.20
H 3.51 0.21 -3.74
H -0.23 0.44 -4.21
H 1.37 0.50 -4.95
H 0.37 2.55 -2.89
H 0.16 2.78 -4.62
H 1.78 2.74 -3.94
F -0.97 7.99 0.02
C -0.36 7.48 -1.07
F 0.61 8.33 -1.42
F -1.27 7.48 -2.06
C 0.17 6.10 -0.80
C -0.63 4.99 -1.01
C -0.11 3.74 -0.70
N 1.11 3.56 -0.20
C 1.87 4.64 -0.01
C 1.45 5.93 -0.29
H -1.62 5.09 -1.42
H -0.69 2.85 -0.89
H 2.87 4.47 0.39
H 2.10 6.78 -0.12
C -5.11 1.40 -4.91
N -4.17 1.39 -3.81
C -3.37 0.37 -3.48
N -3.42 -0.72 -4.27
S -2.32 0.44 -2.17
H -5.60 2.37 -4.95
H -5.89 0.64 -4.79
H -4.61 1.24 -5.87
H -4.12 2.18 -3.19
H -4.13 -0.84 -4.98
H -2.90 -1.53 -3.99
C -1.25 -4.27 3.92
Si -0.09 -3.48 2.69
C 0.94 -4.86 1.95
C 0.98 -2.22 3.56
As -1.21 -2.19 0.99
Si -1.86 -3.71 -0.70
C -0.56 -3.58 -2.04
C -2.01 -5.46 -0.08
C -3.50 -3.15 -1.42
Si -3.26 -1.67 2.07
C -4.29 -0.52 1.02
C -2.84 -0.83 3.69
C -4.29 -3.20 2.39
H -0.65 -4.82 4.65
H -1.91 -5.00 3.43
H -1.87 -3.57 4.47
H 1.72 -5.12 2.67
H 1.43 -4.59 1.02
H 0.32 -5.75 1.80
H 1.44 -2.65 4.45
H 0.40 -1.35 3.87
H 1.79 -1.87 2.91
H 0.43 -3.84 -1.67
H -0.51 -2.55 -2.41
H -0.79 -4.24 -2.87
H -1.03 -5.90 0.09
H -2.52 -6.07 -0.83
H -2.58 -5.53 0.85
H -3.47 -2.09 -1.69
H -4.34 -3.30 -0.74
H -3.70 -3.74 -2.32
H -3.76 0.36 0.65
H -5.14 -0.19 1.62
H -4.69 -1.03 0.14
H -2.43 0.17 3.53
H -2.13 -1.39 4.29
H -3.76 -0.72 4.28
H -4.36 -3.85 1.52
H -5.30 -2.89 2.65
H -3.90 -3.80 3.22
*
```

Output
* molecular weight: 883.55 g/mol
* relative energy (zero: lowest compared OMol25 entry of this formula, charge and spin): 0.114 eV

Atomic partial charges in e from the Mulliken method, atoms 1 to 99:
1. Mg 1.173
2. C -0.946
3. C -0.469
4. N -0.082
5. C -0.089
6. S -0.609
7. N -1.432
8. N 1.112
9. C 0.742
10. C -1.793
11. C 0.239
12. C -0.954
13. C -0.860
14. C -0.897
15. C -0.757
16. N 1.086
17. H 0.378
18. H 0.147
19. H 0.293
20. H 0.218
21. H 0.454
22. H 0.237
23. H 0.417
24. H 0.345
25. H 0.359
26. H 0.579
27. H 0.497
28. H 0.583
29. H 0.101
30. C -0.835
31. C -0.670
32. S 0.454
33. O -0.406
34. C -0.507
35. C -0.743
36. H 0.341
37. H -0.040
38. H 0.306
39. H 0.258
40. H 0.711
41. H 0.194
42. H 0.639
43. H -0.142
44. H 0.458
45. H 0.247
46. F -0.247
47. C 0.794
48. F -0.260
49. F -0.262
50. C 0.145
51. C -1.178
52. C -0.700
53. N 0.566
54. C -0.461
55. C -1.070
56. H 0.549
57. H 1.174
58. H 0.460
59. H 0.478
60. C -1.126
61. N -0.147
62. C 0.100
63. N -0.317
64. S -0.120
65. H 0.356
66. H 0.340
67. H 0.338
68. H 0.234
69. H 0.211
70. H 0.199
71. C -1.149
72. Si 0.150
73. C -1.093
74. C -0.679
75. As 0.477
76. Si 0.191
77. C -0.502
78. C -0.984
79. C -0.466
80. Si 0.487
81. C -0.858
82. C -0.913
83. C -1.074
84. H 0.398
85. H 0.274
86. H 0.314
87. H 0.417
88. H 0.335
89. H 0.343
90. H 0.549
91. H 0.155
92. H -0.107
93. H 0.198
94. H -0.188
95. H 0.476
96. H 0.239
97. H 0.416
98. H 0.272
99. H -0.322

---

Entry 2:
Below is a cluster of 7 separate species, C31H60N2O10P2 in total, with properties calculated with wB97M-V/def2-TZVPD.

Geometry as ORCA input:
```
! wB97M-V def2-TZVPD RIJCOSX def2/J DEFGRID3
* xyz 0 1
C 5.40 -1.92 3.16
C 4.37 -1.44 2.11
P 2.93 -2.57 2.05
C 1.88 -1.74 0.80
C 2.24 -2.27 3.81
C 2.29 -3.56 4.49
N 2.24 -4.59 4.99
C 0.84 -1.63 4.06
O 0.74 -1.33 5.46
C 0.72 -0.35 3.37
N 0.55 0.56 2.70
P -0.65 -2.69 3.74
O -1.87 -1.88 3.74
O -0.64 -3.76 4.90
O -0.39 -3.51 2.40
H 5.08 -2.84 3.65
H 5.55 -1.16 3.93
H 6.37 -2.10 2.71
H 4.79 -1.38 1.11
H 4.03 -0.43 2.35
H 2.38 -1.94 -0.14
H 1.81 -0.66 0.92
H 0.88 -2.15 0.73
H 2.95 -1.63 4.34
H 0.57 -2.14 5.95
H -0.18 -4.59 4.65
H -1.14 -3.32 1.80
C 0.58 4.58 2.10
C -0.21 5.13 0.91
C 0.90 5.60 -0.01
O 2.01 4.74 0.22
C 1.78 3.96 1.39
H 0.04 3.86 2.70
H 0.91 5.40 2.74
H -0.78 4.32 0.43
H -0.91 5.92 1.18
H 1.20 6.63 0.22
H 0.62 5.55 -1.06
H 1.57 2.93 1.10
H 2.69 3.96 2.01
C 3.00 -1.70 10.07
C 2.08 -1.40 8.89
C 3.08 -0.97 7.82
O 4.29 -1.70 8.09
C 4.20 -2.32 9.37
H 2.56 -2.36 10.81
H 3.29 -0.77 10.57
H 1.56 -2.30 8.58
H 1.34 -0.63 9.10
H 3.30 0.10 7.89
H 2.75 -1.19 6.81
H 4.07 -3.40 9.23
H 5.14 -2.16 9.90
C -1.94 6.09 -3.98
C -1.20 5.18 -4.95
C -0.31 4.38 -4.01
O -1.03 4.27 -2.78
C -2.15 5.16 -2.79
H -2.88 6.48 -4.37
H -1.31 6.93 -3.70
H -1.91 4.51 -5.46
H -0.63 5.72 -5.71
H 0.63 4.90 -3.82
H -0.09 3.38 -4.38
H -3.06 4.58 -2.89
H -2.18 5.70 -1.83
C -1.40 -5.40 -1.75
C -2.27 -4.74 -2.81
C -2.76 -3.50 -2.08
O -1.72 -3.12 -1.17
C -0.77 -4.18 -1.08
H -0.66 -6.09 -2.15
H -2.02 -5.94 -1.03
H -1.67 -4.45 -3.67
H -3.09 -5.37 -3.16
H -3.67 -3.71 -1.50
H -2.97 -2.66 -2.74
H 0.15 -3.88 -1.60
H -0.52 -4.35 -0.03
C -5.28 -9.38 -3.72
C -4.03 -9.53 -4.59
C -3.53 -8.09 -4.66
O -3.91 -7.47 -3.42
C -4.84 -8.32 -2.73
H -5.59 -10.31 -3.24
H -6.11 -9.01 -4.32
H -3.30 -10.16 -4.09
H -4.23 -9.95 -5.57
H -4.00 -7.54 -5.48
H -2.45 -8.02 -4.77
H -4.33 -8.76 -1.87
H -5.66 -7.71 -2.36
C -1.34 9.55 -7.17
C -0.07 10.17 -6.60
C 0.52 9.00 -5.83
O 0.12 7.82 -6.53
C -0.88 8.14 -7.49
H -1.73 10.08 -8.05
H -2.12 9.53 -6.41
H 0.60 10.47 -7.41
H -0.25 11.04 -5.97
H 0.12 8.95 -4.81
H 1.61 9.03 -5.77
H -0.44 8.08 -8.49
H -1.68 7.40 -7.43
*
```

Output
* SMILES: CCP(C)[C@H](C#N)[C@@](O)(C#N)P(=O)(O)O.C1CCOC1.C1CCOC1.C1CCOC1.C1CCOC1.C1CCOC1.C1CCOC1
* molecular weight: 682.77 g/mol
* relative energy (zero: lowest compared OMol25 entry of this formula, charge and spin): 0.000 eV

Atomic partial charges in e from the Mulliken method, atoms 1 to 99:
1. C -1.172
2. C -0.583
3. P -0.002
4. C -0.750
5. C 0.209
6. C -0.029
7. N -0.670
8. C 1.455
9. O -0.553
10. C -0.834
11. N -0.387
12. P 0.863
13. O -0.728
14. O -0.527
15. O -0.422
16. H 0.344
17. H 0.297
18. H 0.324
19. H 0.534
20. H 0.343
21. H 0.438
22. H 0.139
23. H 0.193
24. H 0.397
25. H 0.458
26. H 0.328
27. H 0.263
28. C -0.592
29. C -0.483
30. C -0.050
31. O -0.443
32. C -0.134
33. H 0.332
34. H 0.282
35. H 0.189
36. H 0.400
37. H 0.279
38. H -0.134
39. H 0.023
40. H 0.298
41. C -0.598
42. C -0.617
43. C 0.628
44. O -0.408
45. C -0.430
46. H 0.347
47. H 0.278
48. H 0.253
49. H 0.411
50. H 0.273
51. H -0.625
52. H 0.282
53. H 0.271
54. C -0.348
55. C -0.246
56. C -0.519
57. O -0.381
58. C -0.416
59. H 0.424
60. H 0.049
61. H 0.234
62. H 0.124
63. H 0.253
64. H 0.292
65. H 0.308
66. H 0.243
67. C -0.678
68. C -0.188
69. C -0.541
70. O -0.372
71. C -0.037
72. H 0.416
73. H 0.214
74. H 0.241
75. H 0.127
76. H 0.289
77. H 0.260
78. H 0.133
79. H 0.169
80. C -0.573
81. C -0.547
82. C -0.467
83. O -0.292
84. C -0.501
85. H 0.330
86. H 0.274
87. H 0.273
88. H 0.333
89. H 0.286
90. H 0.282
91. H 0.285
92. H 0.294
93. C -0.574
94. C -0.554
95. C -0.382
96. O -0.373
97. C -0.335
98. H 0.344
99. H 0.270